Entry 1:
Here is a gas-phase ion, C4H9N2O (charge +1) from OMol25. Energies are from ωB97M-V/def2-TZVPD.

- Net charge: +1
- HOMO-LUMO gap: 0.4016 Eh
- HOMO level: -0.55959 Ha
- Structure (SMILES): CCON=C=[NH+]C
- Calculated total energy: -9310.170 eV

Last columns: bonded neighbours and bond lengths (Å).
Atoms and positions in Å:
1 C 1.053 -0.172 0.328  N5 1.192, N6 1.263
2 C -3.005 -0.486 -0.362  C4 1.543, H8 1.162, H9 1.134, H10 1.084
3 C 3.478 0.211 -0.062  N6 1.455, H11 0.988, H12 1.083, H13 1.059
4 C -2.191 0.681 0.234  C2 1.543, O7 1.392, H14 1.084, H15 1.081
5 N -0.054 0.248 0.464  C1 1.192, O7 1.312
6 N 2.233 -0.531 0.061  C1 1.263, C3 1.455, H16 1.028
7 O -1.187 0.310 1.124  C4 1.392, N5 1.312
8 H -2.383 -1.466 -0.394  C2 1.162
9 H -3.913 -0.872 0.198  C2 1.134
10 H -3.059 -0.371 -1.439  C2 1.084
11 H 3.541 0.826 0.710  C3 0.988
12 H 4.283 -0.459 -0.339  C3 1.083
13 H 3.447 0.898 -0.868  C3 1.059
14 H -2.835 1.352 0.789  C4 1.084
15 H -1.855 1.369 -0.529  C4 1.081
16 H 2.448 -1.536 0.085  N6 1.028


Entry 2:
Here is a gas-phase ion, C4H9N2O (charge +1) from OMol25. Energies are from ωB97M-V/def2-TZVPD.

- Net charge: +1
- HOMO-LUMO gap: 0.3671 Eh
- HOMO level: -0.56862 Ha
- Structure (SMILES): C=[N+](CC)C(N)=O
- Calculated total energy: -9313.710 eV

Last columns: bonded neighbours and bond lengths (Å).
Atoms and positions in Å:
1 C -0.900 -1.483 0.958  N6 1.284, H8 1.112, H9 1.118
2 C -0.463 -0.964 -1.381  N5 1.363, N6 1.542, O7 1.185
3 C 0.291 1.550 1.027  C4 1.526, H10 1.185, H11 1.135, H12 1.116
4 C 0.815 0.212 0.513  C3 1.526, N6 1.482, H13 1.108, H14 1.043
5 N 0.010 0.088 -2.107  C2 1.363, H15 1.045, H16 1.079
6 N -0.243 -0.753 0.131  C1 1.284, C2 1.542, C4 1.482
7 O -0.862 -2.033 -1.703  C2 1.185
8 H -0.972 -1.249 2.043  C1 1.112
9 H -1.697 -2.188 0.613  C1 1.118
10 H 0.132 1.385 2.190  C3 1.185
11 H 1.163 2.244 0.814  C3 1.135
12 H -0.630 2.021 0.607  C3 1.116
13 H 1.421 -0.130 1.375  C4 1.108
14 H 1.401 0.394 -0.330  C4 1.043
15 H 0.195 1.002 -1.634  N5 1.045
16 H 0.339 -0.098 -3.118  N5 1.079


Entry 3:
Here is 2 unconnected molecules or ions with the total composition C4H9N2O from OMol25. Energies are from ωB97M-V/def2-TZVPD.

- Net charge: +1
- HOMO-LUMO gap (spin up / spin down): 0.3436 / 0.3436 Eh
- HOMO level (spin up / spin down): -0.51528 / -0.51530 Ha
- Calculated total energy: -9310.284 eV

Last columns: bonded neighbours and bond lengths (Å).
Atoms and positions in Å:
1 C -0.658 0.168 -1.722  C3 1.485, N5 1.224, H8 1.110
2 C 0.475 -0.728 0.814  N6 1.316, O7 1.268
3 C 0.557 1.009 -1.870  C1 1.485, H9 1.061, H10 1.224, H11 1.049
4 C -1.354 -0.159 2.185  O7 1.423, H12 1.007, H13 1.106, H14 1.025
5 N -0.953 -0.661 -0.872  C1 1.224
6 N 1.708 -0.902 0.386  C2 1.316, H15 1.005, H16 1.007
7 O 0.007 -0.512 1.972  C2 1.268, C4 1.423
8 H -1.475 -0.043 -2.443  C1 1.110
9 H 1.348 0.452 -2.307  C3 1.061
10 H 0.851 1.547 -0.811  C3 1.224
11 H 0.316 1.748 -2.574  C3 1.049
12 H -1.692 0.049 1.259  C4 1.007
13 H -1.466 0.607 2.976  C4 1.106
14 H -1.992 -0.891 2.512  C4 1.025
15 H 1.910 -0.904 -0.598  N6 1.005
16 H 2.416 -0.782 1.093  N6 1.007


Entry 4:
Here is a gas-phase ion, C4H9N2O (charge +1) from OMol25. Energies are from ωB97M-V/def2-TZVPD.

- Net charge: +1
- HOMO-LUMO gap: 0.2474 Eh
- HOMO level: -0.43099 Ha
- Structure (SMILES): N/C(=C\O)CC=[NH2+]
- Calculated total energy: -9313.840 eV

Last columns: bonded neighbours and bond lengths (Å).
Atoms and positions in Å:
1 C 1.278 -1.402 0.394  C4 1.343, O7 1.336, H8 1.079
2 C 0.341 0.881 -0.136  C3 1.482, C4 1.583, H9 1.092, H10 1.094
3 C -0.540 1.323 0.971  C2 1.482, N5 1.297, H11 1.084
4 C 0.496 -0.669 -0.416  C1 1.343, C2 1.583, N6 1.378
5 N -1.596 2.056 0.800  C3 1.297, H12 1.016, H13 1.013
6 N -0.219 -1.193 -1.470  C4 1.378, H15 1.007, H16 1.010
7 O 1.582 -2.694 0.237  C1 1.336, H14 0.966
8 H 1.762 -0.982 1.262  C1 1.079
9 H 0.027 1.344 -1.074  C2 1.092
10 H 1.348 1.238 0.098  C2 1.094
11 H -0.333 0.955 1.969  C3 1.084
12 H -1.822 2.442 -0.112  N5 1.016
13 H -2.198 2.320 1.571  N5 1.013
14 H 1.237 -3.047 -0.594  O7 0.966
15 H -0.562 -0.570 -2.182  N6 1.007
16 H -0.802 -2.003 -1.316  N6 1.010


Entry 5:
Here is 2 unconnected molecules or ions with the total composition C4H9N2O from OMol25. Energies are from ωB97M-V/def2-TZVPD.

- Net charge: +1
- HOMO-LUMO gap: 0.3864 Eh
- HOMO level: -0.52668 Ha
- Calculated total energy: -9312.963 eV

Last columns: bonded neighbours and bond lengths (Å).
Atoms and positions in Å:
1 C -1.398 -1.663 -0.434  N6 1.286, H8 1.081, H9 1.054
2 C 1.381 -0.932 0.424  N5 1.163, O7 1.200
3 C 3.556 0.117 -0.190  N5 1.382, H10 1.134, H11 1.085, H12 1.160
4 C -2.198 0.712 -0.159  N6 1.526, H13 1.041, H14 1.134, H15 1.171
5 N 2.314 -0.251 0.292  C2 1.163, C3 1.382
6 N -2.078 -0.768 0.191  C1 1.286, C4 1.526, H16 0.968
7 O 0.290 -1.357 0.685  C2 1.200
8 H -1.045 -1.520 -1.446  C1 1.081
9 H -1.433 -2.650 -0.069  C1 1.054
10 H 4.473 -0.055 0.454  C3 1.134
11 H 3.588 -0.148 -1.241  C3 1.085
12 H 3.610 1.275 -0.215  C3 1.160
13 H -1.499 0.915 -0.903  C4 1.041
14 H -2.191 1.346 0.782  C4 1.134
15 H -3.187 1.033 -0.698  C4 1.171
16 H -2.491 -1.190 0.957  N6 0.968


Entry 6:
Here is 2 unconnected molecules or ions with the total composition C4H9N2O from OMol25. Energies are from ωB97M-V/def2-TZVPD.

- Net charge: +1
- HOMO-LUMO gap: 0.3894 Eh
- HOMO level: -0.52021 Ha
- Calculated total energy: -9314.182 eV

Last columns: bonded neighbours and bond lengths (Å).
Atoms and positions in Å:
1 C 3.405 0.387 0.222  C2 1.371, H8 1.142, H9 1.045
2 C 2.156 0.554 -0.318  C1 1.371, C4 1.477, H10 1.108
3 C -2.759 0.058 0.110  N5 1.324, N6 1.311, H16 1.113
4 C 1.399 -0.710 -0.416  C2 1.477, O7 1.229, H11 1.122
5 N -2.203 -0.947 0.768  C3 1.324, H12 1.082, H13 1.115
6 N -2.152 0.782 -0.799  C3 1.311, H14 1.017, H15 0.992
7 O 0.175 -0.708 -0.318  C4 1.229
8 H 3.914 1.296 0.689  C1 1.142
9 H 3.900 -0.516 0.396  C1 1.045
10 H 1.575 1.496 -0.364  C2 1.108
11 H 2.069 -1.610 -0.377  C4 1.122
12 H -2.838 -1.276 1.580  N5 1.082
13 H -1.246 -1.460 0.517  N5 1.115
14 H -2.499 1.641 -1.218  N6 1.017
15 H -1.234 0.516 -1.066  N6 0.992
16 H -3.661 0.498 0.593  C3 1.113


Entry 7:
Here is a gas-phase ion, C4H9N2O2 (charge -1) from OMol25. Energies are from ωB97M-V/def2-TZVPD.

- Net charge: -1
- HOMO-LUMO gap: 0.2796 Eh
- HOMO level: -0.13616 Ha
- Structure (SMILES): NCC[C@H](N)C(=O)[O-]
- Calculated total energy: -11369.352 eV

Last columns: bonded neighbours and bond lengths (Å).
Atoms and positions in Å:
1 O -1.174 -1.016 -2.354  C2 1.305
2 C -0.596 0.127 -2.103  O1 1.305, O3 1.247, C4 1.649
3 O -0.865 1.133 -2.788  C2 1.247
4 C 0.462 -0.016 -0.845  C2 1.649, C5 1.651, N8 1.470, H9 1.151
5 C -0.555 0.553 0.325  C4 1.651, C6 1.622, H10 1.183, H11 1.130
6 C -0.173 -0.111 1.756  C5 1.622, N7 1.412, H12 1.131, H13 1.113
7 N -0.240 -1.513 1.909  C6 1.412, H14 1.042, H15 1.013
8 N 1.680 0.785 -1.030  C4 1.470, H16 1.000, H17 1.020
9 H 0.718 -1.134 -0.749  C4 1.151
10 H -1.616 0.210 -0.067  C5 1.183
11 H -0.333 1.658 0.402  C5 1.130
12 H 0.900 0.077 2.061  C6 1.131
13 H -0.927 0.388 2.406  C6 1.113
14 H 0.500 -2.080 1.444  N7 1.042
15 H -1.184 -1.825 1.711  N7 1.013
16 H 1.769 1.374 -0.227  N8 1.000
17 H 1.634 1.389 -1.851  N8 1.020


Entry 8:
Here is a gas-phase ion, C4H9N2O2 (charge -1) from OMol25. Energies are from ωB97M-V/def2-TZVPD.

- Net charge: -1
- HOMO-LUMO gap: 0.2550 Eh
- HOMO level: -0.12237 Ha
- Structure (SMILES): CNCC(=O)NC[O-]
- Calculated total energy: -11369.257 eV

Last columns: bonded neighbours and bond lengths (Å).
Atoms and positions in Å:
1 O 1.651 0.255 -0.049  C2 1.244
2 C 0.508 0.238 -0.539  O1 1.244, N3 1.310, C6 1.539
3 N 0.075 1.009 -1.505  C2 1.310, C4 1.700, H9 1.008
4 C 0.704 2.498 -2.034  N3 1.700, O5 1.274, H10 1.104, H11 1.109
5 O 0.295 2.769 -3.209  C4 1.274
6 C -0.468 -0.765 0.100  C2 1.539, N7 1.461, H12 1.092, H13 1.095
7 N -0.312 -0.732 1.552  C6 1.461, C8 1.423, H14 1.015
8 C -0.594 -1.969 2.197  N7 1.423, H15 1.106, H16 1.095, H17 1.095
9 H -0.835 0.910 -1.927  N3 1.008
10 H 0.318 3.141 -1.223  C4 1.104
11 H 1.766 2.259 -1.821  C4 1.109
12 H -1.515 -0.593 -0.162  C6 1.092
13 H -0.114 -1.729 -0.280  C6 1.095
14 H 0.615 -0.349 1.707  N7 1.015
15 H 0.012 -2.844 1.898  C8 1.106
16 H -0.476 -1.826 3.277  C8 1.095
17 H -1.632 -2.271 2.018  C8 1.095


Energy above the lowest of the compared OMol25 structures with the same formula, charge and spin for the records above, in order: 564.0; 222.4; 553.1; 210.0; 294.6; 176.9; 175.0; 184.1 kJ/mol